DFT (ωB97M-V/def2-TZVPD) results for C3H8NO as an isolated structure in a non-equilibrium geometry.

```
13
Properties=species:S:1:pos:R:3:forces:R:3:nbo_charge:R:1
C 0.3445 0.2642 -0.1307 -2.43 -0.40 1.81 -0.24
C -1.0165 0.5376 0.1257 5.69 2.00 -1.07 -0.19
C 2.3490 0.5656 -0.1175 -3.48 -1.85 1.89 0.13
N -2.0403 -0.4837 0.0332 -2.50 -2.30 -2.27 -0.72
O 2.8106 -0.6455 0.2079 0.07 0.05 -0.47 -0.63
H 2.6225 1.1408 0.6909 -0.20 2.43 1.14 0.21
H 0.3947 -0.8122 -0.1115 0.60 -0.84 -0.64 0.14
H -1.2894 1.6051 0.2989 -0.76 -1.30 -0.16 0.25
H 2.3156 0.8405 -1.1036 0.70 1.02 -2.13 0.20
H -2.7219 -0.3658 -0.8707 2.27 -0.43 2.18 0.46
H -2.7118 -0.3340 0.7647 -0.49 0.07 0.91 0.44
H -1.7994 -1.5759 0.1174 0.06 3.11 -0.43 0.47
H 3.0279 -1.0055 -0.6358 0.46 -1.56 -0.77 0.49
```
Positions in Å, forces in eV/Å.

Results
Net charge: +1
HOMO energy in hartree: -0.5173
Gap between HOMO and LUMO in eV: 10.184

DFT (ωB97M-V/def2-TZVPD) results for one molecule with the formula C4H9NO.

```
15
Properties=species:S:1:pos:R:3:forces:R:3:nbo_charge:R:1
C 0.6227 1.0204 -1.9540 -0.05 0.02 0.00 -0.63
C 1.3784 0.2484 -0.8862 0.10 0.19 -0.03 -0.08
O 0.7564 -1.0186 -0.6325 -0.08 -0.04 -0.01 -0.50
C -0.2123 -1.0528 0.2930 -0.11 0.11 0.21 0.41
N -0.5953 -0.0690 0.9836 0.23 -0.32 -0.26 -0.52
C -1.6127 -0.3294 1.9805 -0.17 0.01 0.10 -0.42
H 0.5474 0.4320 -2.8735 0.02 0.07 0.12 0.21
H -0.3859 1.2681 -1.6110 0.14 -0.04 -0.02 0.22
H 1.1458 1.9544 -2.1863 -0.06 -0.13 0.06 0.21
H 2.3903 0.0012 -1.2201 -0.16 0.04 0.05 0.19
H 1.4280 0.8106 0.0496 0.03 -0.04 -0.13 0.20
H -0.6117 -2.0708 0.3711 0.00 0.11 0.03 0.14
H -1.1931 -0.1940 2.9846 -0.07 0.01 -0.18 0.20
H -2.0430 -1.3404 1.9189 0.09 0.07 0.01 0.17
H -2.4270 0.3908 1.8642 0.08 -0.06 0.04 0.20
```
Positions in Å, forces in eV/Å.

Results
SMILES: CCO/C=N/C
HOMO energy in hartree: -0.3530
Gap between HOMO and LUMO in eV: 10.759

DFT (ωB97M-V/def2-TZVPD) results for C20H15O9RhS5Sb as an isolated structure in a non-equilibrium geometry.

```
51
Properties=species:S:1:pos:R:3:forces:R:3:nbo_charge:R:1
Rh 0.2835 -0.3962 -0.2363 1.68 -0.14 -0.96 0.94
S -1.4936 -3.3965 2.9972 0.02 -0.18 -0.10 -0.98
Sb 0.1788 -3.3119 1.3819 -0.27 0.06 0.48 0.87
S -1.1266 -2.0474 -0.3720 -0.63 0.10 0.34 -0.05
S 1.0938 -1.1121 1.7852 -0.19 0.05 -0.15 -0.43
O 1.6031 -1.8694 -1.2316 -0.28 0.03 0.52 -0.93
S 1.4141 -1.4726 -2.6464 -0.22 0.42 -1.10 2.41
O 1.1464 -2.5552 -3.5658 0.30 -0.06 0.45 -0.97
O 0.4290 -0.3956 -2.7014 -0.38 0.20 0.08 -0.99
C 2.9464 -0.7231 -3.2227 -0.01 -0.22 0.12 -0.35
C 3.2271 -0.9402 -4.5663 0.03 -0.10 -0.06 -0.19
C 4.3343 -0.3609 -5.1635 0.04 0.04 0.04 -0.23
C 5.1745 0.4451 -4.4088 -0.05 -0.04 -0.01 -0.22
C 4.8924 0.6675 -3.0705 0.07 -0.05 -0.02 -0.23
C 3.7863 0.0877 -2.4613 -0.10 0.21 0.11 -0.20
S 3.5181 0.5229 -0.7217 0.75 -0.18 -0.08 2.43
O 4.2713 1.7499 -0.5408 -0.17 -0.13 -0.06 -1.00
O 3.9931 -0.6062 0.0403 -0.11 0.16 -0.12 -0.97
O 2.0693 0.7601 -0.6934 -0.58 0.59 0.50 -1.02
H 2.5618 -1.5778 -5.1319 0.01 0.01 0.01 0.24
H 4.5335 -0.5383 -6.2135 0.01 0.00 0.00 0.20
H 6.0419 0.9113 -4.8609 0.00 0.00 -0.01 0.20
H 5.5158 1.3124 -2.4668 -0.01 0.01 0.00 0.24
O -1.8511 -0.4754 1.8450 0.02 -0.06 -0.34 -0.78
C -2.4641 0.7611 1.9519 0.11 0.11 -0.20 0.10
C -1.7761 1.7021 0.8811 -0.65 0.25 0.52 0.80
O -2.2414 2.8339 0.7699 0.03 -0.11 0.01 -0.69
O -0.7744 1.3032 0.2131 0.70 -1.05 -0.31 -0.68
C -3.9695 0.6317 1.6585 -0.09 -0.06 -0.02 -0.03
C -4.8091 1.7235 1.4340 -0.02 -0.04 0.02 -0.14
C -6.1619 1.5412 1.1858 0.02 0.02 0.00 -0.25
C -6.7099 0.2675 1.1563 -0.05 -0.01 -0.01 -0.24
C -5.8848 -0.8242 1.3699 -0.01 -0.04 0.00 -0.22
C -4.5299 -0.6461 1.6127 0.04 0.10 0.03 -0.20
C -2.2075 1.3677 3.3382 0.05 -0.04 0.19 -0.03
C -2.6163 2.6553 3.6816 -0.02 -0.02 0.04 -0.14
C -2.3672 3.1643 4.9472 -0.02 0.02 -0.03 -0.25
C -1.7031 2.3993 5.8949 0.02 0.01 0.05 -0.24
C -1.2823 1.1232 5.5585 0.01 -0.01 0.04 -0.22
C -1.5248 0.6108 4.2915 -0.09 0.08 -0.10 -0.20
H -2.0828 -1.1617 2.4950 -0.03 0.02 0.17 0.53
H -4.3904 2.7161 1.4101 0.03 0.03 -0.01 0.23
H -6.7897 2.4059 1.0023 0.01 0.00 0.00 0.19
H -7.7661 0.1280 0.9554 0.00 0.00 0.01 0.19
H -6.2896 -1.8291 1.3395 0.01 0.01 0.00 0.20
H -3.9037 -1.5173 1.7508 -0.02 -0.01 0.00 0.24
H -3.0996 3.2752 2.9437 0.00 0.01 -0.03 0.22
H -2.6858 4.1719 5.1889 0.00 0.00 -0.01 0.19
H -1.5033 2.8013 6.8817 0.00 -0.01 0.00 0.19
H -0.7480 0.5162 6.2798 0.00 0.00 -0.01 0.20
H -1.1572 -0.3755 4.0423 0.03 0.01 0.00 0.25
```
Positions in Å, forces in eV/Å.

Results
Expectation value of S²: 0.76
Net charge: -2
2S+1: 2
HOMO energy (alpha / beta) in hartree: -0.0952 / -0.0941
Gap between HOMO and LUMO (alpha / beta) in eV: 7.039 / 5.605

DFT (ωB97M-V/def2-TZVPD) results for C17H22N5O5ScSe6 as an isolated structure in a non-equilibrium geometry.

```
56
Properties=species:S:1:pos:R:3:forces:R:3:nbo_charge:R:1
Sc -0.8843 -0.1000 1.7991 -0.81 -2.59 -2.19 1.16
C -1.6429 -1.8104 -2.5749 -0.03 -0.19 -0.04 -0.25
C -1.7665 -1.4119 -1.2375 -0.14 0.05 0.26 0.11
N -1.6704 -0.1680 -0.8134 0.33 0.57 -0.48 -0.43
C -1.4816 0.7972 -1.7651 -0.10 -0.27 -0.16 0.19
C -1.3781 0.4864 -3.1350 0.01 0.15 0.13 -0.11
C -1.4411 -0.8602 -3.5230 0.01 -0.01 -0.17 -0.13
C -1.1993 1.5184 -4.1175 -0.02 -0.17 -0.03 -0.18
C -1.1340 2.8139 -3.7698 0.02 0.19 -0.02 -0.19
C -1.2314 3.1908 -2.3920 0.03 -0.08 -0.05 -0.11
C -1.1448 4.5262 -1.9747 -0.01 0.03 -0.02 -0.16
C -1.2298 4.8254 -0.6408 0.02 0.10 0.07 -0.26
C -1.4027 3.7724 0.2662 0.06 -0.07 0.08 0.08
N -1.4776 2.5187 -0.1076 -0.05 -0.18 0.48 -0.39
C -1.3975 2.2049 -1.3998 0.02 -0.17 -0.06 0.26
H -1.6999 -2.8640 -2.8193 0.00 0.07 0.05 0.22
H -1.9650 -2.1617 -0.4938 -0.01 -0.09 0.09 0.25
H -1.3313 -1.1205 -4.5711 0.00 0.03 0.02 0.20
H -1.1186 1.2203 -5.1582 0.00 -0.01 0.04 0.20
H -0.9997 3.5899 -4.5178 0.00 -0.03 0.05 0.19
H -1.0058 5.3071 -2.7162 0.00 -0.04 0.01 0.20
H -1.1520 5.8451 -0.2813 -0.03 -0.06 -0.03 0.21
H -1.4670 3.9516 1.3351 0.00 0.00 -0.02 0.21
O 5.5953 -0.8975 0.5116 -0.29 -0.12 0.02 -0.74
C 4.5768 -1.6545 1.1986 0.14 0.14 -0.04 -0.04
C 3.1789 -1.3463 0.6426 -0.08 0.03 -0.10 -0.15
C 3.2846 -1.5131 -0.8894 -0.22 -0.07 0.03 -0.05
O 2.0772 -1.7411 -1.5915 0.02 0.09 0.11 -0.76
C 2.8584 0.1017 1.0265 -0.15 0.00 -0.04 -0.55
Se 1.2493 0.9561 0.2756 0.07 0.00 -0.28 -0.43
C 2.2901 -2.3807 1.3599 -0.19 0.08 -0.23 -0.53
Se 0.3297 -2.4598 1.1302 0.17 0.13 0.19 -0.40
H 6.3921 -0.9276 1.0396 0.12 -0.02 0.13 0.46
H 4.5793 -1.4160 2.2673 0.07 0.04 0.01 0.16
H 4.7788 -2.7272 1.0858 0.04 0.01 -0.04 0.15
H 3.9275 -2.3743 -1.1071 -0.04 -0.01 -0.03 0.15
H 3.7919 -0.6216 -1.2761 0.03 0.00 -0.02 0.16
H 1.4320 -1.0825 -1.2690 0.13 -0.07 0.03 0.50
H 3.6854 0.7264 0.6970 0.09 0.04 0.00 0.21
H 2.7849 0.1760 2.1091 0.03 -0.01 0.09 0.21
H 2.4472 -2.2699 2.4334 0.08 0.00 0.05 0.20
H 2.6277 -3.3764 1.0702 0.04 -0.07 0.02 0.20
Se -5.2746 0.1484 0.5874 -0.23 -0.31 -0.35 -0.67
Se -3.4668 0.9504 1.7327 -0.39 0.94 0.67 -0.03
Se -3.8486 0.3484 4.0090 -0.18 0.10 -0.10 -0.11
Se -1.8452 -0.7696 4.4569 -0.02 -0.26 0.17 -0.56
N -2.7463 -3.4497 1.1320 -0.01 0.18 -0.16 -0.70
N -2.8555 -2.1120 1.6491 0.37 -0.09 -0.38 -0.72
H -3.3540 -4.0696 1.6452 -0.19 -0.16 0.19 0.32
H -1.7933 -3.7455 1.3032 0.18 -0.11 0.04 0.37
H -2.9326 -2.1196 2.6550 0.06 0.04 0.41 0.39
H -3.7043 -1.7018 1.2732 -0.16 0.07 -0.22 0.40
O -0.7732 1.6593 2.7774 1.04 1.16 1.08 -0.55
N 0.3130 1.3407 3.3886 0.80 0.86 0.92 0.74
O 0.9005 2.1198 4.1269 -0.73 -0.96 -0.89 -0.39
O 0.7154 0.1577 3.1575 0.11 1.13 0.71 -0.50
```
Positions in Å, forces in eV/Å.

Results
Net charge: -2
HOMO energy in hartree: -0.0388
Gap between HOMO and LUMO in eV: 5.364

DFT (ωB97M-V/def2-TZVPD) results for C53H48BrN7OP2PdSe as an isolated structure in a non-equilibrium geometry.

```
114
Properties=species:S:1:pos:R:3:forces:R:3:mulliken_charge:R:1
Pd -0.8506 -1.1697 -0.2122 0.62 1.08 -0.62 0.20
O 1.8264 -1.1714 2.0463 -1.24 -1.33 1.06 0.05
C 2.6600 -0.2777 1.4932 -0.15 1.42 -0.11 0.29
C 3.3900 0.6533 2.2562 -2.21 -2.04 1.56 -0.75
C 4.2526 1.5342 1.7359 0.73 -1.17 -2.40 -1.09
C 4.4556 1.4030 0.3409 0.59 1.17 0.30 -0.61
C 3.6368 0.6249 -0.4472 -0.07 0.10 0.01 -0.75
C 2.6666 -0.2214 0.1028 0.60 0.36 0.01 0.00
P 1.4445 -1.0299 -0.9761 -0.59 -1.09 0.57 2.59
C 1.7087 -0.1777 -2.5148 -1.29 2.47 0.03 -0.97
C 2.6625 -0.3979 -3.4824 0.68 -0.27 0.35 -0.24
C 2.9560 0.5785 -4.4160 -0.46 0.03 -0.44 -1.15
C 2.2239 1.7744 -4.4522 1.77 -1.27 -1.81 -0.71
C 1.2702 1.9817 -3.5368 -1.55 1.81 1.51 -0.45
C 1.0090 1.0692 -2.5548 -0.27 -1.67 1.51 1.75
C 2.1473 -2.6739 -1.3042 -0.46 0.61 -0.09 0.31
C 1.5309 -3.4421 -2.3086 -0.44 -0.96 0.92 -0.25
C 1.8006 -4.8182 -2.3543 1.07 0.95 0.76 -0.63
C 2.8006 -5.3404 -1.4909 -0.72 -0.28 -0.86 -0.78
C 3.4198 -4.5268 -0.5791 1.30 0.25 1.66 -0.62
C 3.0915 -3.1890 -0.4366 -0.99 -0.81 -1.49 -0.80
C 1.2877 -1.1911 3.3542 -1.14 0.73 -0.97 -0.87
C 2.1043 -1.4546 4.4394 -0.34 -0.29 0.95 0.05
C 1.5139 -1.5882 5.7351 1.29 0.21 -0.42 -0.64
C 0.1417 -1.3479 5.9023 1.58 -0.13 -1.84 -1.09
C -0.6686 -1.0740 4.7965 0.69 -0.22 -0.93 0.22
C -0.1378 -1.0126 3.4790 0.88 0.00 0.58 0.13
P -1.2937 -0.6854 2.0091 -0.34 -0.13 1.41 1.88
C -1.9633 1.0028 2.5200 -0.96 -2.06 0.46 0.44
C -1.5277 2.0790 1.8143 1.62 1.02 -2.07 0.41
C -1.8450 3.3503 2.2558 0.63 1.53 -0.27 -0.44
C -2.6009 3.5543 3.4032 0.67 1.97 -1.28 -0.82
C -3.1261 2.4849 4.0272 -0.66 -1.83 0.49 -0.88
C -2.8764 1.1836 3.5796 1.33 0.04 0.08 -0.35
C -2.6499 -1.8797 2.4862 -1.30 -0.04 -0.32 0.18
C -4.0447 -1.6829 2.2240 2.87 3.44 -0.83 -0.24
C -4.9472 -2.6519 2.3686 -2.56 0.06 0.39 -0.43
C -4.5550 -3.9037 2.7588 -1.16 -2.68 1.76 -0.60
C -3.2267 -4.2091 3.0309 -0.15 -0.34 -0.18 -0.62
C -2.3324 -3.1588 2.9145 2.84 -0.44 0.69 -0.39
H 3.1687 0.5837 3.3190 0.33 0.32 -0.02 0.51
H 4.8595 2.0618 2.4108 0.71 1.16 0.34 0.54
H 5.2371 1.9771 -0.1498 -0.15 0.08 0.07 0.39
H 3.6966 0.7118 -1.5282 0.25 -0.05 0.22 0.34
H 3.2851 -1.2812 -3.4095 -0.05 -0.15 -0.22 0.49
H 3.7231 0.3371 -5.1314 0.16 0.28 -0.27 0.40
H 2.3534 2.4809 -5.2592 0.34 0.13 0.03 0.40
H 0.7647 2.9519 -3.4846 -0.03 -0.46 -0.18 0.24
H 0.2933 1.3059 -1.7233 0.68 -0.10 -0.95 -0.67
H 0.6773 -3.0214 -2.8596 0.58 -0.13 -0.01 0.40
H 1.2475 -5.4492 -3.0183 -0.09 -0.32 -0.31 0.48
H 3.0789 -6.3902 -1.5240 -0.20 0.09 -0.08 0.41
H 4.1791 -4.8554 0.1651 -0.60 -0.41 -0.89 0.33
H 3.4902 -2.5863 0.3292 0.57 0.51 0.75 0.55
H 3.1844 -1.5529 4.2477 -0.63 -0.14 0.34 0.50
H 2.2085 -1.8507 6.6076 -1.31 0.50 -1.31 0.30
H -0.2129 -1.3737 6.8758 -1.02 -0.11 1.57 0.55
H -1.7433 -0.9649 4.9096 0.23 0.03 0.17 0.15
H -0.8751 1.9810 0.8771 -0.95 0.10 1.40 -0.24
H -1.4287 4.2418 1.7458 -0.30 -0.78 0.10 0.36
H -2.7977 4.5890 3.7600 0.17 -0.92 -0.26 0.35
H -3.7209 2.6933 4.8770 -0.67 -0.30 0.84 0.48
H -3.1722 0.2966 4.1326 -0.43 0.34 -0.04 0.25
H -4.3912 -0.6631 1.9182 0.38 -0.93 0.28 0.13
H -6.0044 -2.2960 2.3052 0.81 -1.00 -0.09 0.36
H -5.3249 -4.6468 3.1278 0.80 0.77 -1.06 0.28
H -2.8700 -5.2410 3.3220 -0.62 1.43 -0.20 0.37
H -1.2678 -3.3536 3.2542 -1.23 0.18 -0.68 0.16
Se -1.3170 0.8898 -5.3693 -0.23 0.27 0.41 0.16
N -1.2050 -0.6329 -4.4674 -0.30 -0.42 1.26 -1.02
C -1.6938 -0.3836 -3.2620 -0.31 -1.34 0.94 -0.05
C -1.9481 -1.3440 -2.1390 -0.06 -1.93 -0.82 0.24
C -2.8240 -1.0417 -1.0725 -0.24 1.26 0.88 -0.98
C -3.0569 0.4157 -0.8907 0.70 -0.57 -1.60 -0.55
N -2.7003 1.3137 -1.7969 -1.28 -0.01 2.22 -0.39
C -2.1687 0.9312 -2.9819 0.61 0.67 -2.00 0.58
N -2.0408 1.7850 -4.0080 -0.29 -0.38 0.77 -0.50
H -1.9357 -2.4262 -2.3652 0.36 0.64 -0.30 0.66
H -3.3542 -1.7944 -0.4061 0.53 0.98 -1.31 0.56
H -3.5262 0.7354 0.0427 0.11 0.30 -0.34 0.71
C -1.1983 6.2465 -3.4593 0.22 -1.07 -1.38 -0.74
C -1.5241 4.7694 -3.5420 0.47 -0.23 1.40 -0.63
N -1.2672 4.2039 -2.1905 0.61 2.73 -2.23 -0.13
C -0.0905 4.3819 -1.5411 0.88 0.86 0.44 -0.60
N 0.3176 3.4926 -0.7154 0.27 -0.28 0.32 0.57
C 1.5807 3.6710 -0.0018 0.04 0.34 -0.38 -0.10
C 1.9043 5.1525 0.1931 -0.32 -0.24 0.91 -0.79
C 1.8326 5.8452 -1.1439 -0.19 0.70 0.32 -0.80
N 0.5345 5.6404 -1.7762 -0.29 -1.76 0.09 0.23
C 0.2385 6.3383 -3.0276 0.76 -0.21 1.62 -0.83
H -1.9041 6.6872 -2.8012 -0.32 0.89 0.69 0.35
H -1.2348 6.6779 -4.4601 -0.34 0.25 0.03 0.40
H -0.8719 4.3729 -4.2956 0.65 -0.71 -0.43 0.17
H -2.5026 4.3996 -3.8257 -0.35 0.66 0.02 0.49
H -1.8196 3.4506 -1.9964 -1.21 -2.68 1.01 0.29
H 2.4125 3.2086 -0.5419 -0.10 -0.16 -0.27 -0.12
H 1.5207 3.1141 0.9335 -0.03 0.15 0.21 0.17
H 2.9328 5.3674 0.5321 -0.41 -0.44 0.37 0.35
H 1.1682 5.5244 0.9435 0.53 0.23 -0.59 0.30
H 2.7715 5.5372 -1.6524 -0.76 -0.12 -0.68 0.30
H 1.9539 6.9193 -0.9575 -0.11 0.03 -0.24 0.38
H 0.9991 6.0571 -3.7356 -0.12 -0.65 -1.14 0.35
H 0.5352 7.3223 -2.8095 -0.02 1.83 0.18 0.53
Br 1.1000 -7.2660 1.9009 -0.09 0.13 0.22 -0.18
C -0.2459 -6.4568 0.8167 1.15 -1.86 0.65 0.07
C -0.3193 -5.1188 0.7267 0.01 1.96 -0.91 0.10
C -1.1974 -4.6215 -0.2684 0.51 0.32 0.55 1.11
N -1.9501 -5.3331 -1.0850 0.79 -1.47 0.47 -0.61
C -1.7782 -6.6687 -0.9267 -1.05 -0.92 -0.13 -0.61
C -0.9829 -7.3133 0.0193 -0.59 0.94 -0.83 -0.33
H 0.3869 -4.4359 1.2431 -0.77 -0.53 -0.28 0.13
H -1.2302 -3.5629 -0.4397 -0.03 0.61 0.19 -0.23
H -2.3727 -7.3361 -1.5657 0.16 0.54 0.01 0.39
H -0.9220 -8.3987 0.0619 0.04 0.37 0.04 0.43
```
Positions in Å, forces in eV/Å.

Results
HOMO energy in hartree: -0.2693
Gap between HOMO and LUMO in eV: 7.188

DFT (ωB97M-V/def2-TZVPD) results for C8H14FI2N2O as an isolated structure in a non-equilibrium geometry.

```
28
Properties=species:S:1:pos:R:3:forces:R:3:nbo_charge:R:1
C -0.7952 1.5518 -0.7005 0.65 1.48 -1.50 0.69
C -0.4057 -0.6132 -1.7215 -0.24 2.50 -3.08 -0.26
C 0.9796 -0.1581 0.0820 -2.34 -0.04 -0.73 -0.27
C -0.9900 -1.8947 -1.2514 1.79 0.03 -0.02 -0.21
C 0.3516 -1.4268 0.6561 3.39 0.39 4.65 -0.06
C -1.0215 3.8803 0.2788 -1.36 -0.31 0.89 -0.61
C -0.2381 2.5540 0.3155 -0.09 1.36 -1.80 -0.51
C 1.5905 -2.1248 2.0282 -2.35 2.07 -3.02 -0.03
N -0.0490 0.4214 -0.7974 0.14 -2.64 0.81 -0.43
N 0.1444 -2.3977 -0.3517 1.82 -2.95 -1.32 -0.59
O -1.6588 1.7416 -1.5479 0.12 0.17 1.33 -0.59
F 2.7179 -2.1975 1.3082 0.66 -0.42 0.31 -0.37
I 1.6870 -0.6580 3.5656 0.05 -0.35 -0.23 0.27
I 0.7774 -3.9672 2.5584 0.09 -0.56 0.21 0.26
H 0.5770 -0.8444 -2.0609 0.74 -0.57 -1.52 0.17
H -0.9774 -0.0673 -2.5269 0.34 -1.16 0.63 0.30
H 1.0664 0.5494 0.8379 1.19 0.93 1.53 0.26
H 1.8588 -0.3619 -0.5433 0.16 0.07 0.59 0.22
H -1.8361 -1.6444 -0.7118 -1.73 -0.28 1.61 0.24
H -1.1999 -2.6014 -2.0288 0.04 -0.31 -0.40 0.25
H -0.4741 -1.3102 1.3701 -0.17 0.18 -0.89 0.25
H -2.1341 3.7529 0.6529 2.35 0.25 -0.53 0.22
H -1.1094 4.1535 -0.7656 0.07 0.55 -0.05 0.23
H -0.4668 4.6384 0.8930 -0.80 -0.56 -0.69 0.23
H -0.4803 2.0789 1.2216 0.70 -0.49 1.79 0.22
H 0.8795 2.8055 0.0926 -1.89 -0.98 0.69 0.24
H 0.1181 -3.3722 0.1056 -0.79 1.20 -0.62 0.46
H 1.0882 -2.4881 -0.9591 -2.54 0.45 1.36 0.44
```
Positions in Å, forces in eV/Å.

Results
Net charge: +1
HOMO energy in hartree: -0.4761
Gap between HOMO and LUMO in eV: 8.975

ΔE to the lowest compared entry with this formula, charge and spin values, unit kJ/mol, following the record order: 395.1; 133.8; 193.2; 180.1; 78.1; 290.9.